Entry 1:
{
  "formula": "C7H9N2",
  "method": "ωB97M-V with the def2-TZVPD basis set",
  "elements": ["C", "C", "N", "C", "C", "C", "N", "C", "C", "H", "H", "H", "H", "H", "H", "H", "H", "H"],
  "positions_angstrom": [[0.27094, 2.40406, -2.02529], [0.11540, 1.31202, -1.35995], [0.03736, 1.22339, -0.01420], [-0.15279, 0.21083, 0.67655], [-0.08578, 0.39139, 2.17733], [-0.27641, -1.19545, 0.25402], [-0.39115, -1.28285, -1.17096], [0.80023, -1.27034, -2.04540], [0.12113, -0.16719, -1.99462], [0.37335, 3.17593, -1.33799], [0.66927, 2.47516, -3.02674], [-1.03462, 0.75382, 2.56131], [0.61541, 1.17782, 2.38384], [0.13393, -0.54413, 2.49783], [0.46730, -1.94774, 0.70529], [-1.18636, -1.53209, 0.66063], [-1.19257, -1.72085, -1.41883], [1.25360, -2.09541, -2.47448]],
  "mulliken_charge": [-0.743, 0.399, -0.418, 0.790, -1.474, -0.670, 0.028, -0.160, -0.008, 0.365, 0.318, 0.312, 0.394, 0.460, 0.369, 0.381, 0.258, 0.399],
  "smiles": "C=C1N=C(C)C[N@@H+]2C=C12",
  "charge": 1,
  "e_homo_ha": -0.506,
  "gap_ev": 9.17,
  "e_tot_ha": -381.20474
}



Entry 2:
{
  "formula": "C52H98F3N4O18S",
  "method": "ωB97M-V with the def2-TZVPD basis set",
  "elements": ["O", "C", "O", "C", "C", "C", "C", "C", "O", "C", "C", "C", "N", "C", "C", "C", "C", "C", "C", "C", "O", "N", "C", "C", "C", "C", "C", "C", "C", "S", "C", "N", "N", "C", "O", "C", "C", "O", "C", "F", "F", "F", "H", "H", "H", "H", "H", "H", "H", "H", "H", "H", "H", "H", "H", "H", "H", "H", "H", "H", "H", "H", "H", "H", "H", "H", "H", "H", "H", "H", "H", "H", "H", "H", "H", "H", "H", "H", "H", "H", "H", "H", "H", "H", "C", "O", "C", "C", "O", "C", "C", "O", "C", "H", "H", "H", "H", "H", "H", "H", "H", "H", "H", "H", "H", "H", "H", "C", "O", "C", "C", "O", "C", "C", "O", "C", "H", "H", "H", "H", "H", "H", "H", "H", "H", "H", "H", "H", "H", "H", "C", "O", "C", "C", "O", "C", "C", "O", "C", "H", "H", "H", "H", "H", "H", "H", "H", "H", "H", "H", "H", "H", "H", "C", "O", "C", "C", "O", "C", "C", "O", "C", "H", "H", "H", "H", "H", "H", "H", "H", "H", "H", "H", "H", "H", "H"],
  "positions_angstrom": [[0.02822, 1.56542, 2.50700], [1.06088, 2.11367, 2.05602], [1.63049, 3.13486, 2.47874], [1.71536, 1.46760, 0.78031], [1.60334, 2.56497, -0.28486], [0.24953, 3.29515, -0.35786], [0.27307, 4.73030, 0.15266], [1.28786, 5.62666, -0.53060], [1.24217, 5.47615, -1.95357], [0.96861, 0.15190, 0.44025], [-0.18657, 0.17394, -0.57090], [-1.57245, 0.27517, 0.08995], [-2.37283, 1.37471, -0.48837], [-3.40739, 1.87849, 0.42643], [-3.64153, 3.35852, 0.20944], [-3.26960, 3.98790, -0.98110], [-3.47891, 5.35996, -1.14697], [-4.04592, 6.12347, -0.12384], [-4.43500, 5.49161, 1.06430], [-4.24517, 4.11680, 1.22571], [-4.63279, 3.47692, 2.37787], [3.13191, 1.14981, 1.04277], [4.10104, 1.31631, 0.00798], [3.92759, 0.39517, -1.21251], [4.87151, 0.76298, -2.34836], [4.61250, 2.14886, -2.98854], [5.76379, 3.14229, -2.79299], [5.29009, 4.53152, -2.35794], [6.49365, 5.38611, -1.98884], [6.13754, 7.13821, -1.73515], [5.21996, 7.12681, -0.26390], [3.97376, 6.80586, -0.11711], [3.67541, 6.99087, 1.21416], [4.76153, 7.41230, 1.76361], [5.78866, 7.52565, 0.90067], [3.59586, 0.96908, 2.38272], [2.95365, -0.20211, 3.14495], [2.08276, 0.26084, 4.14737], [4.04794, -0.99446, 3.87788], [4.89930, -0.22281, 4.55160], [3.47887, -1.83393, 4.77641], [4.75332, -1.78882, 3.06225], [1.87382, 2.22152, -1.28243], [2.35056, 3.30293, -0.00255], [-0.55524, 2.74225, 0.10796], [-0.03092, 3.35381, -1.40943], [0.38796, 4.77697, 1.23151], [-0.71426, 5.14567, -0.07686], [1.02631, 6.65853, -0.28729], [2.28370, 5.44377, -0.13204], [2.14366, 5.54203, -2.26930], [0.59456, -0.32324, 1.34203], [1.72682, -0.53420, 0.06212], [-0.16802, -0.78579, -1.09068], [-0.11423, 0.92874, -1.34944], [-1.45469, 0.39362, 1.16178], [-2.11123, -0.66806, -0.06586], [-2.87369, 0.95429, -1.26229], [-3.04876, 1.76602, 1.44618], [-4.34113, 1.31223, 0.35991], [-2.81982, 3.37233, -1.74235], [-3.17949, 5.83801, -2.06987], [-4.18442, 7.18776, -0.22248], [-4.86856, 6.07878, 1.86477], [-5.18394, 4.09278, 2.86673], [5.08431, 1.05132, 0.39743], [4.22637, 2.35156, -0.34475], [4.21697, -0.59872, -0.86110], [2.89547, 0.30349, -1.53423], [5.88756, 0.66833, -1.96494], [4.78146, -0.00365, -3.11679], [3.68865, 2.55570, -2.58793], [4.48789, 1.97529, -4.05330], [6.45849, 2.78956, -2.03150], [6.35496, 3.24449, -3.70303], [4.65893, 4.41753, -1.47894], [4.71144, 5.00711, -3.14617], [7.00530, 4.93634, -1.14292], [7.19375, 5.37993, -2.82236], [4.89458, 7.67179, 2.79374], [3.51133, 1.84077, 3.03600], [4.66279, 0.75080, 2.33845], [2.49800, -0.91257, 2.45961], [1.20314, -0.08210, 3.97226], [-9.15651, -1.17655, -2.64642], [-9.02513, -1.73860, -1.35963], [-7.77672, -2.34741, -1.08484], [-7.11114, -1.84268, 0.18172], [-6.71175, -0.48659, 0.18975], [-7.67767, 0.54876, 0.16647], [-8.57071, 0.67448, 1.38490], [-9.44822, -0.42294, 1.56697], [-9.41082, -1.02562, 2.84199], [-9.56711, -1.90655, -3.35216], [-9.85043, -0.33728, -2.57726], [-8.20228, -0.79863, -3.02582], [-7.08999, -2.21966, -1.92841], [-7.94879, -3.42353, -0.95485], [-6.17677, -2.40331, 0.27366], [-7.70244, -2.08922, 1.06621], [-8.26468, 0.52523, -0.75440], [-7.08763, 1.46913, 0.12946], [-9.18503, 1.57193, 1.23760], [-7.95124, 0.83525, 2.27270], [-8.42149, -0.94786, 3.30108], [-9.64639, -2.08430, 2.72044], [-10.15651, -0.57784, 3.50733], [-3.32562, 1.80601, -8.63353], [-4.05760, 1.02938, -7.71206], [-3.31500, 0.04569, -7.01577], [-3.45820, 0.12345, -5.50744], [-2.94411, 1.27900, -4.87883], [-3.55897, 2.54066, -5.07355], [-4.94102, 2.71790, -4.47801], [-5.92900, 1.89602, -5.08014], [-6.68373, 1.10695, -4.18690], [-3.34621, 1.35226, -9.63041], [-3.79666, 2.78829, -8.69313], [-2.28833, 1.94505, -8.31620], [-2.25405, 0.09939, -7.28138], [-3.68787, -0.93877, -7.32720], [-2.85372, -0.69608, -5.10776], [-4.48725, -0.07538, -5.19886], [-3.54105, 2.83407, -6.12540], [-2.91009, 3.24591, -4.54753], [-5.23367, 3.76237, -4.64062], [-4.89399, 2.55069, -3.39709], [-6.10744, 0.82864, -3.29912], [-6.97019, 0.19051, -4.70781], [-7.59517, 1.62998, -3.87724], [6.90856, -5.46820, 4.28978], [6.80180, -4.65771, 5.43721], [5.54916, -4.00853, 5.60807], [4.92874, -4.24524, 6.96918], [4.55149, -5.57992, 7.27719], [5.53743, -6.57496, 7.46289], [6.41498, -6.44510, 8.69417], [7.26703, -5.31688, 8.67031], [7.19976, -4.47394, 9.79909], [7.29727, -4.89564, 3.44120], [7.61049, -6.27521, 4.51093], [5.94868, -5.91656, 4.01626], [4.84417, -4.30732, 4.82730], [5.71553, -2.93281, 5.50814], [3.99167, -3.68427, 6.97190], [5.54413, -3.81763, 7.76328], [6.14132, -6.71310, 6.56355], [4.96938, -7.50057, 7.59739], [7.04947, -7.34086, 8.72982], [5.78560, -6.44541, 9.59046], [6.20428, -4.47770, 10.25187], [7.41903, -3.45675, 9.47183], [7.94241, -4.76643, 10.54934], [2.10773, -4.93934, 0.69082], [1.95047, -4.91445, -0.71238], [2.57563, -5.95743, -1.42967], [1.62940, -6.63936, -2.40322], [0.52028, -7.33403, -1.85209], [-0.47646, -6.60721, -1.14901], [-1.29034, -5.60147, -1.94216], [-0.49496, -4.53807, -2.42484], [-0.62037, -4.25983, -3.80206], [2.95968, -4.31904, 0.98475], [1.21028, -4.51069, 1.13996], [2.21617, -5.96049, 1.06850], [3.01372, -6.69678, -0.75031], [3.39158, -5.52547, -2.02382], [2.21088, -7.40971, -2.91817], [1.30555, -5.93636, -3.17153], [-0.05699, -6.13621, -0.25995], [-1.17720, -7.36726, -0.79156], [-2.03742, -5.18669, -1.25316], [-1.82648, -6.10074, -2.75636], [-0.88239, -5.15323, -4.37726], [0.34417, -3.89564, -4.15985], [-1.36935, -3.48026, -3.97552]],
  "mulliken_charge": [-0.823, -0.190, -0.826, 2.377, -1.404, 0.437, -0.964, 0.053, -0.655, -1.983, -0.798, -1.577, 0.219, -2.054, 0.823, -0.050, -1.245, -0.746, -0.665, 0.837, -0.551, 0.295, -0.659, -0.342, -1.544, -0.224, -1.156, 0.307, -0.940, -0.275, 0.239, 0.147, -0.420, -0.059, -0.288, -0.888, 0.641, -0.641, 0.455, -0.302, -0.304, -0.282, 0.147, 0.384, -0.765, 0.698, 0.287, 0.204, 0.494, -0.236, 0.318, 0.581, 0.860, 0.423, 0.528, 0.511, 0.350, 0.281, 0.381, 0.869, 0.720, 0.427, 0.413, 0.310, 0.316, 0.692, -0.060, 0.303, 0.240, 0.561, 0.415, -0.060, 0.695, 0.420, 0.465, -0.115, 0.313, 0.430, 0.446, 0.427, 0.370, 0.511, 0.060, 0.387, -0.339, -0.334, -0.518, -0.340, -0.241, 0.098, -0.816, -0.315, -0.785, 0.329, 0.274, -0.076, 0.294, 0.388, 0.421, 0.079, -0.018, 0.329, 0.369, 0.386, 0.374, 0.242, 0.279, -0.788, -0.325, -0.597, 0.081, -0.366, -0.396, -0.199, -0.374, -0.991, 0.287, 0.234, 0.371, 0.345, 0.380, 0.202, -0.029, 0.038, 0.492, 0.378, 0.080, 0.395, 0.398, 0.354, -0.833, -0.348, -0.137, -0.328, -0.457, -0.250, -0.487, -0.315, -0.804, 0.302, 0.261, 0.368, 0.276, 0.201, 0.408, 0.061, 0.062, 0.403, 0.371, 0.328, 0.385, 0.243, 0.279, -0.885, -0.172, -0.551, -0.279, -0.479, -0.275, -0.503, -0.190, -0.889, 0.301, 0.223, 0.405, 0.361, 0.354, 0.433, 0.042, 0.054, 0.435, 0.330, 0.371, 0.431, 0.252, 0.221],
  "charge": -1,
  "e_homo_ha": -0.168,
  "gap_ev": 6.53,
  "e_tot_ha": -4311.02651
}



Entry 3:
{
  "formula": "C20H40Br6O6",
  "method": "ωB97M-V with the def2-TZVPD basis set",
  "elements": ["C", "C", "O", "C", "C", "O", "H", "H", "H", "H", "H", "H", "H", "H", "C", "C", "O", "C", "C", "O", "H", "H", "H", "H", "H", "H", "H", "H", "C", "C", "C", "O", "H", "H", "H", "H", "H", "H", "C", "C", "C", "O", "H", "H", "H", "H", "H", "H", "Br", "C", "C", "Br", "H", "H", "H", "H", "Br", "C", "C", "Br", "H", "H", "H", "H", "Br", "C", "C", "Br", "H", "H", "H", "H"],
  "positions_angstrom": [[-1.93287, -8.61335, -4.76616], [-3.01846, -7.58398, -4.96406], [-3.40783, -6.93603, -3.73997], [-4.31734, -6.02944, -3.58425], [-4.52385, -5.58855, -2.15391], [-5.07207, -5.60592, -4.45891], [-0.94941, -8.16648, -4.62045], [-1.92983, -9.23799, -5.65942], [-2.21404, -9.32849, -3.99311], [-2.64027, -6.79726, -5.61687], [-3.91054, -8.03466, -5.39902], [-3.55520, -5.34249, -1.71884], [-5.05177, -6.27346, -1.49037], [-5.12960, -4.68281, -2.12602], [4.06983, 7.59816, 2.36759], [3.03751, 6.76946, 1.62318], [1.72294, 7.23151, 1.97169], [0.61256, 6.72848, 1.35695], [-0.59889, 6.85780, 2.23599], [0.51934, 6.04977, 0.34120], [3.93118, 7.46456, 3.44046], [3.84381, 8.62000, 2.06286], [5.09366, 7.23969, 2.26094], [3.23025, 6.89130, 0.55730], [3.21194, 5.72179, 1.86824], [-1.46631, 6.58560, 1.63468], [-0.73744, 7.88067, 2.58620], [-0.50296, 6.26117, 3.14314], [0.71159, 2.12230, 7.67371], [1.52644, 1.68602, 6.51054], [1.36625, 2.58772, 5.25545], [2.26193, 0.67489, 6.42393], [-0.32173, 2.44711, 7.55192], [1.15907, 3.02197, 8.09613], [0.81203, 1.29864, 8.38053], [0.36077, 2.71840, 4.85542], [2.07070, 2.32563, 4.46604], [1.79176, 3.55657, 5.51694], [-1.06016, -1.36018, 1.22533], [-1.03776, -1.07205, -0.29533], [-1.31104, 0.39112, -0.64360], [-0.86721, -1.91293, -1.15133], [-0.39410, -0.72395, 1.80815], [-0.67596, -2.33151, 1.53678], [-2.07637, -1.11779, 1.53625], [-0.38714, 0.95981, -0.74884], [-2.03371, 0.68468, 0.11777], [-1.86338, 0.39557, -1.58328], [-1.49036, -7.09672, 7.94555], [-0.54885, -5.37769, 8.05745], [-0.30240, -4.76913, 6.66190], [-2.12843, -4.52888, 5.90739], [0.26683, -5.61629, 8.73996], [-1.17087, -4.67058, 8.60624], [0.30959, -5.34201, 5.96520], [-0.08959, -3.70593, 6.77335], [4.30316, -2.78774, -7.38596], [2.57679, -1.87596, -6.75213], [1.48090, -2.82960, -6.39238], [0.73461, -3.43775, -8.11052], [2.23763, -1.14311, -7.48426], [2.82807, -1.13640, -5.99186], [0.72481, -2.25758, -5.85459], [1.94129, -3.62017, -5.79979], [1.41735, 7.74373, -5.15277], [0.79260, 6.04638, -5.97175], [1.36553, 4.79868, -5.28063], [3.30703, 4.81793, -5.40041], [1.20121, 6.04454, -6.98226], [-0.29646, 6.00336, -5.98667], [0.97492, 3.83220, -5.59913], [1.21832, 4.87764, -4.20350]],
  "mulliken_charge": [-1.114, -0.213, -0.264, 0.724, -0.976, -0.589, 0.292, 0.366, 0.324, 0.278, 0.289, 0.302, 0.268, 0.313, -1.185, -0.146, -0.278, 0.678, -0.905, -0.569, 0.305, 0.305, 0.374, 0.284, 0.291, 0.313, 0.323, 0.212, -1.099, 0.835, -1.075, -0.574, 0.347, 0.300, 0.305, 0.319, 0.315, 0.326, -1.068, 0.733, -0.908, -0.556, 0.323, 0.311, 0.289, 0.267, 0.298, 0.310, -0.116, -0.603, -0.470, -0.125, 0.368, 0.325, 0.347, 0.275, -0.149, -0.794, -0.472, -0.133, 0.429, 0.411, 0.348, 0.359, -0.117, -0.596, -0.535, -0.126, 0.349, 0.370, 0.374, 0.283],
  "smiles": "CCOC(C)=O.CCOC(C)=O.CC(C)=O.CC(C)=O.BrCCBr.BrCCBr.BrCCBr",
  "e_homo_ha": -0.358,
  "gap_ev": 9.83,
  "e_tot_ha": -16681.50062
}



One value per record, in order, for relative energy (zero: lowest compared OMol25 entry of this formula, charge and spin): 5.414; 0.000; 1.080 eV.